# 1
This record from the Open Molecules 2025 dataset describes CH10BrMnO4 as an isolated structure. The level of theory is the ωB97M-V functional and the def2-TZVPD basis.

Geometry (Å):
Mn  2.7052  1.3792  2.2076
Br  1.2821  0.1885  0.4679
C  -3.1825  0.7759  1.7883
O  -2.3276  -0.2896  1.6677
H  -3.4976  1.2673  0.8678
H  -4.0708  0.5960  2.3938
H  -2.7016  1.6823  2.1559
H  -1.4705  0.0280  1.3740
O  1.6451  -0.4944  -2.7680
H  0.9496  -1.1443  -2.8683
H  1.5639  -0.1935  -1.8630
O  -1.5934  0.5656  -1.5166
H  -1.7040  -0.3168  -1.1626
H  -0.7378  0.8482  -1.1937
O  4.5138  -1.4129  -0.8122
H  3.6569  -1.3627  -0.3887
H  4.9692  -2.1166  -0.3500

Atoms 1-6, force components in eV/Å:
-0.34 -0.29 -0.49
0.33 0.30 0.76
-0.66 2.71 -0.23
0.43 -1.22 -0.04
-0.47 -0.94 -0.86
0.27 -0.48 0.01

Properties
**Frontier orbital gap (alpha / beta)**: 8.053 / 8.419 eV
**Multiplicity**: 7
**HOMO energy (alpha / beta)**: -0.3186 / -0.3693 hartree
**Largest force on an atom**: 2.80 eV Å⁻¹

---

# 2
This record from the Open Molecules 2025 dataset describes CH10F3O8PtS as an isolated structure. The level of theory is the ωB97M-V functional and the def2-TZVPD basis.

Geometry (Å):
Pt  6.5264  27.2054  8.8098
C  6.8452  28.7864  4.3071
F  5.9302  27.9023  3.9288
F  8.0693  28.2581  4.2162
F  6.8480  29.8134  3.4705
S  6.5443  29.5521  6.1000
O  6.5637  28.3596  6.9548
O  7.6804  30.4913  6.3939
O  5.2516  30.3074  6.0692
O  8.0562  28.5332  9.7157
H  8.5689  28.1917  10.4483
H  8.5326  29.3136  9.4325
O  4.9218  28.4423  9.6086
H  4.5520  29.3244  9.5719
H  4.5489  28.0585  10.4023
O  6.4180  26.5699  10.8651
H  6.4708  25.7931  11.4219
H  6.7592  27.2792  11.4098
O  5.0690  25.7431  7.9941
H  5.2436  25.3852  7.1237
H  4.1677  25.4831  8.1843
O  8.1405  25.7722  8.1863
H  8.9747  25.6152  8.6286
H  8.1808  25.2300  7.3985

Atoms 1-6, force components in eV/Å:
0.62 0.44 -0.90
0.49 1.50 1.14
0.08 -0.07 0.27
-0.24 -0.59 0.42
-0.51 0.23 -0.30
-0.04 4.54 0.32

Properties
**Frontier orbital gap (alpha / beta)**: 3.661 / 8.688 eV
**Multiplicity**: 4
**Relative energy (zero: lowest compared OMol25 entry of this formula, charge and spin)**: 0.0 kcal per mole
**HOMO energy (alpha / beta)**: -0.1516 / -0.3476 hartree
**Largest force on an atom**: 4.55 eV Å⁻¹

---

# 3
This record from the Open Molecules 2025 dataset describes CH10HgNO as an isolated structure. The level of theory is the ωB97M-V functional and the def2-TZVPD basis.

Geometry (Å):
C  -1.1059  -1.1469  1.5940
Hg  0.4682  -0.2356  0.3739
N  1.7054  1.0094  -1.6308
H  1.5200  -1.5911  0.1589
H  1.4465  0.6065  -2.5541
H  1.5797  0.1124  1.6635
H  -0.5294  -1.9180  2.1089
H  -1.9148  -1.6079  1.0438
H  -1.4752  -0.4305  2.3262
H  1.5727  2.0308  -1.6425
H  2.6521  0.7456  -1.3529
O  -1.7094  1.0136  -0.9169
H  -2.0970  1.2381  -0.0352
H  -2.1131  0.1735  -1.1368

Atoms 1-6, force components in eV/Å:
-0.80 0.29 0.04
0.66 -0.69 0.78
-0.46 0.39 -0.95
0.58 -1.01 -1.22
0.48 0.46 1.11
0.59 1.32 0.62

Properties
**Charge**: -1
**Frontier orbital gap**: 5.443 eV
**Relative energy (zero: lowest compared OMol25 entry of this formula, charge and spin)**: 7.2 kcal per mole
**HOMO energy**: -0.0651 hartree
**Largest force on an atom**: 1.69 eV Å⁻¹

---

# 4
This record from the Open Molecules 2025 dataset describes a 3-piece molecular cluster, CH10N2O2 overall. The level of theory is the ωB97M-V functional and the def2-TZVPD basis.

Geometry (Å):
N  2.5988  -1.9964  -0.7867
C  2.1521  -0.6365  -0.9298
N  0.8204  -0.2189  -0.5702
H  2.6103  -2.1857  0.2171
H  2.1925  -2.7794  -1.2678
H  2.8713  0.0267  -0.4402
H  2.3054  -0.3175  -1.9723
H  0.0327  -0.8268  -0.7057
H  0.7159  0.2073  0.3323
O  -3.3331  1.3262  -3.8238
H  -4.1177  1.6760  -3.3518
H  -2.8806  2.0224  -4.2722
O  -1.3223  1.2132  5.7581
H  -0.7887  0.5552  5.2847
H  -2.2146  0.8402  5.6898

Atoms 1-6, force components in eV/Å:
0.66 0.16 1.82
0.16 0.62 -1.86
-0.48 0.50 0.58
0.09 -0.44 -0.46
-0.55 0.40 -0.37
-0.21 -0.26 0.48

Properties
**Frontier orbital gap**: 9.586 eV
**Relative energy (zero: lowest compared OMol25 entry of this formula, charge and spin)**: 17.5 kcal per mole
**HOMO energy**: -0.3243 hartree
**Largest force on an atom**: 1.97 eV Å⁻¹
**Structure (SMILES)**: NCN.O.O

---

# 5
This record from the Open Molecules 2025 dataset describes a 2-piece molecular cluster, CH10N3 overall. The level of theory is the ωB97M-V functional and the def2-TZVPD basis.

Geometry (Å):
N  -1.7631  0.3970  -0.6741
H  -2.0886  0.7008  -1.6198
H  -0.9772  -0.3329  -0.5214
H  -2.5560  -0.0393  -0.1783
H  -1.5430  1.3814  -0.3926
N  1.1294  0.9136  -0.2963
C  1.2174  -0.2706  0.5338
N  0.0660  -1.2189  0.4911
H  0.8076  1.7823  0.1317
H  1.9756  0.9597  -0.8844
H  1.2994  0.1695  1.5292
H  2.0727  -0.8885  0.3272
H  0.6102  -2.0786  0.1375
H  -0.2506  -1.4756  1.4162

Atoms 1-6, force components in eV/Å:
-1.26 1.56 -1.00
0.41 -1.57 0.22
0.39 0.43 -0.09
0.08 0.85 -0.09
0.15 -1.42 1.02
0.31 -0.98 -1.65

Properties
**Charge**: +1
**Frontier orbital gap**: 10.152 eV
**Relative energy (zero: lowest compared OMol25 entry of this formula, charge and spin)**: 23.8 kcal per mole
**HOMO energy**: -0.5013 hartree
**Largest force on an atom**: 2.98 eV Å⁻¹

---

# 6
This record from the Open Molecules 2025 dataset describes a 3-piece molecular cluster, CH10N3O2 overall. The level of theory is the ωB97M-V functional and the def2-TZVPD basis.

Geometry (Å):
N  0.8271  -1.2853  -0.3861
C  1.0926  -0.0088  -0.1987
N  0.4535  0.6510  0.7586
N  2.1129  0.6530  -0.8692
H  0.1251  -1.6689  0.2378
H  1.3316  -1.9857  -0.9019
H  0.4034  1.6511  0.6606
H  -0.0624  0.0975  1.4356
H  2.5274  -0.0509  -1.4687
H  1.8119  1.4290  -1.4428
H  -2.2798  0.8887  -2.1343
H  -3.3840  1.7714  -1.4642
O  -2.4686  1.4905  -1.4151
H  -0.5581  -1.9523  2.6150
H  -1.9567  -1.3974  2.4121
O  -1.0779  -1.3991  2.0150

Atoms 1-6, force components in eV/Å:
-0.52 -0.72 0.82
0.74 1.33 0.52
0.28 -0.50 -0.89
-0.86 -1.74 -0.49
-0.11 -0.04 -0.10
0.44 0.47 -0.31

Properties
**Charge**: +1
**Frontier orbital gap**: 11.590 eV
**Relative energy (zero: lowest compared OMol25 entry of this formula, charge and spin)**: 21.7 kcal per mole
**HOMO energy**: -0.5374 hartree
**Largest force on an atom**: 2.00 eV Å⁻¹

---

# 7
This record from the Open Molecules 2025 dataset describes a 3-piece molecular cluster, CH10NO2 overall. The level of theory is the ωB97M-V functional and the def2-TZVPD basis.

Geometry (Å):
C  1.1283  -0.7860  1.0784
N  0.3714  0.5121  0.8553
H  2.1689  -0.4914  0.9292
H  1.0631  -0.9940  2.1435
H  0.7416  -1.6054  0.4832
H  0.5202  0.8136  -0.1190
H  0.6771  1.1849  1.5786
H  -0.6564  0.4131  0.8708
H  0.9649  -0.0009  -2.5352
H  0.4399  1.4004  -2.1827
O  0.3738  0.4700  -1.9408
H  -2.1059  -0.5613  -1.0419
H  -3.2842  0.0759  -0.0476
O  -2.4026  -0.4310  -0.0717

Atoms 1-6, force components in eV/Å:
0.30 0.86 1.03
-0.57 -0.37 -0.13
-0.05 -0.56 -0.51
-0.27 -0.32 -0.03
0.19 0.15 -0.20
0.65 0.23 0.23

Properties
**Charge**: +2
**Frontier orbital gap (alpha / beta)**: 12.788 / 4.225 eV
**Multiplicity**: 2
**Relative energy (zero: lowest compared OMol25 entry of this formula, charge and spin)**: 7.3 kcal per mole
**HOMO energy (alpha / beta)**: -0.8007 / -0.7713 hartree
**Largest force on an atom**: 1.37 eV Å⁻¹

---

# 8
This record from the Open Molecules 2025 dataset describes a 4-piece molecular cluster, CH10NO3 overall. The level of theory is the ωB97M-V functional and the def2-TZVPD basis.

Geometry (Å):
C  1.0691  1.1647  0.7273
N  0.0832  0.5325  1.2102
H  1.2700  2.1725  1.0934
H  1.5663  0.8636  -0.1804
H  -0.1829  -0.3788  0.8072
H  -0.5789  0.9800  1.8401
H  -3.1923  1.8733  0.8317
H  -3.0440  0.9282  -0.4021
O  -2.5489  1.3830  0.3035
H  3.0245  -1.2778  -1.3149
H  2.2205  -0.7304  -2.5485
O  2.1959  -0.8201  -1.5813
H  -0.2983  -2.0883  -0.9751
H  -0.8818  -2.7224  0.2944
O  -0.7022  -1.8799  -0.1056

Atoms 1-6, force components in eV/Å:
-0.71 1.50 -0.14
0.07 -0.13 -0.50
0.06 -0.29 0.15
0.44 -0.88 0.13
-0.24 -0.23 -0.12
0.27 -0.20 0.20

Properties
**Charge**: +1
**Frontier orbital gap**: 10.793 eV
**Relative energy (zero: lowest compared OMol25 entry of this formula, charge and spin)**: 0.0 kcal per mole
**HOMO energy**: -0.5607 hartree
**Largest force on an atom**: 1.67 eV Å⁻¹

---

# 9
This record from the Open Molecules 2025 dataset describes a 4-piece molecular cluster, CH10NO3 overall. The level of theory is the ωB97M-V functional and the def2-TZVPD basis.

Geometry (Å):
C  -0.4945  -0.5792  1.4177
N  -0.8197  -1.1502  0.2473
H  -1.1021  0.1507  1.9071
H  0.3183  -1.1071  1.8598
H  -0.1703  -1.8532  -0.2638
H  -1.5208  -0.6412  -0.3540
H  -2.4047  0.4142  -2.4038
H  -0.9753  0.2851  -3.0414
O  -1.4520  0.2096  -2.2530
H  1.5160  2.7232  0.6663
H  0.1850  3.1094  0.0688
O  0.8955  2.4370  0.1945
H  1.8314  -0.5165  0.8205
H  2.4809  -2.0881  0.5666
O  1.7125  -1.3936  0.5673

Atoms 1-6, force components in eV/Å:
-1.43 -3.46 -3.60
0.49 2.46 1.26
-0.30 0.58 -0.24
0.34 0.24 0.82
-1.21 1.65 1.57
0.85 -0.98 0.46

Properties
**Charge**: +1
**Frontier orbital gap**: 10.245 eV
**Relative energy (zero: lowest compared OMol25 entry of this formula, charge and spin)**: 45.6 kcal per mole
**HOMO energy**: -0.5596 hartree
**Largest force on an atom**: 11.73 eV Å⁻¹

---

# 10
This record from the Open Molecules 2025 dataset describes a 4-piece molecular cluster, CH10NO4 overall. The level of theory is the ωB97M-V functional and the def2-TZVPD basis.

Geometry (Å):
N  1.1337  -1.8366  -0.5821
C  0.7590  -0.4825  -0.9681
O  0.5902  0.2892  0.1448
H  0.6588  -2.3126  0.1647
H  2.0675  -1.7996  -0.2044
H  -0.1349  -0.5831  -1.5619
H  1.5658  -0.0982  -1.6346
H  -0.9865  -0.1919  2.5147
H  0.0230  -0.6625  1.3789
O  -0.7293  -0.9569  2.0429
H  -1.7661  0.5026  -0.9282
H  -1.7407  -0.2031  0.2484
O  -2.3794  0.3634  -0.2094
H  0.5891  1.9524  0.1194
H  -0.2258  3.0516  -0.4812
O  0.5755  2.9676  -0.0438

Atoms 1-6, force components in eV/Å:
1.56 -1.31 -1.04
0.55 0.09 1.66
-0.16 0.52 0.04
-1.14 0.51 0.09
0.43 0.17 -0.13
-0.80 -0.01 -0.67

Properties
**Charge**: -1
**Frontier orbital gap**: 8.567 eV
**Relative energy (zero: lowest compared OMol25 entry of this formula, charge and spin)**: 13.9 kcal per mole
**HOMO energy**: -0.1596 hartree
**Largest force on an atom**: 2.88 eV Å⁻¹

---

# 11
This record from the Open Molecules 2025 dataset describes CH10Na5O8 as an isolated structure. The level of theory is the ωB97M-V functional and the def2-TZVPD basis.

Geometry (Å):
Na  -2.1427  1.7517  2.3486
Na  0.9986  1.1305  3.4594
Na  3.1764  0.4718  1.0330
Na  -0.4537  -2.2275  1.3923
Na  1.0718  3.3238  0.5938
C  0.2427  0.3461  0.2162
O  -0.0306  0.6638  1.4562
O  1.2458  0.8841  -0.3677
O  -0.5592  -0.4389  -0.3671
O  -1.6420  -2.7298  -1.8028
H  -1.3900  -1.8307  -1.5795
H  -0.8444  -3.1190  -2.1831
O  3.7525  0.9952  -1.4831
H  2.8020  1.0180  -1.3099
H  3.8366  0.4467  -2.2765
O  0.5517  -0.1424  -3.1196
H  0.4136  0.0405  -2.1810
H  1.3756  -0.6408  -3.1646
O  -1.3013  -0.2724  3.9776
H  -1.4641  -0.7199  4.8316
H  -0.5499  -0.7370  3.5984
O  -3.0429  0.8558  -1.3126
H  -3.7757  0.5627  -0.7558
H  -2.2705  0.3677  -1.0041

Atoms 1-6, force components in eV/Å:
-0.54 -0.54 -0.33
-0.38 -0.06 0.54
0.78 -0.26 -1.41
-0.67 -0.29 -1.16
-0.04 0.01 -1.14
-1.31 -0.66 -2.43

Properties
**Charge**: +3
**Frontier orbital gap**: 5.588 eV
**Relative energy (zero: lowest compared OMol25 entry of this formula, charge and spin)**: 74.0 kcal per mole
**HOMO energy**: -0.6627 hartree
**Largest force on an atom**: 3.24 eV Å⁻¹

---

# 12
This record from the Open Molecules 2025 dataset describes a 4-piece molecular cluster, CH10O3S overall. The level of theory is the ωB97M-V functional and the def2-TZVPD basis.

Geometry (Å):
C  3.5105  -2.9176  -4.7421
S  3.0892  -2.8083  -2.8303
H  4.0631  -1.9554  -4.9456
H  2.7444  -2.8253  -5.5492
H  4.0876  -3.7903  -4.7030
H  2.3882  -1.7003  -2.9679
H  -5.4025  1.0788  3.1203
H  -5.5582  -0.0683  2.1624
O  -5.0900  0.2107  2.9246
H  1.3190  4.9498  3.5610
H  0.2518  5.9882  3.6752
O  0.9524  5.5632  4.2125
H  -2.0775  0.1396  2.0278
H  -2.5619  -1.1454  2.1304
O  -1.7160  -0.7195  1.9239

Atoms 1-6, force components in eV/Å:
-0.46 2.38 1.03
0.31 -0.43 -2.55
0.12 -0.98 0.68
-0.30 -0.69 1.31
0.89 -1.07 -0.64
-0.57 0.79 0.21

Properties
**Charge**: +1
**Frontier orbital gap (alpha / beta)**: 7.807 / 3.274 eV
**Multiplicity**: 2
**Relative energy (zero: lowest compared OMol25 entry of this formula, charge and spin)**: 20.4 kcal per mole
**HOMO energy (alpha / beta)**: -0.4736 / -0.4736 hartree
**Largest force on an atom**: 2.63 eV Å⁻¹

---

# 13
This record from the Open Molecules 2025 dataset describes a 4-piece molecular cluster, CH10O3S2 overall. The level of theory is the ωB97M-V functional and the def2-TZVPD basis.

Geometry (Å):
C  0.7293  0.5770  2.5548
S  0.0180  0.9952  0.8974
S  1.8328  1.0843  -0.1118
H  0.7465  1.5040  3.1419
H  1.7180  0.1354  2.5615
H  -0.0305  -0.0084  3.0840
H  1.8847  -0.0809  -0.8065
O  -2.6538  0.4770  -2.0869
H  -1.8116  0.2370  -2.5069
H  -2.4223  1.2418  -1.5184
O  -2.0757  -1.9740  -1.1422
H  -2.3302  -1.0709  -0.9107
H  -2.6804  -2.5439  -0.6509
O  0.8973  -2.3874  -0.2680
H  0.1663  -2.4977  -0.8888
H  1.6189  -2.1111  -0.8402

Atoms 1-6, force components in eV/Å:
-1.49 0.94 0.67
1.51 -0.56 0.25
-0.26 0.29 -0.42
0.33 -0.04 -0.29
-0.17 -0.27 -0.42
0.36 -0.42 -0.25

Properties
**Frontier orbital gap**: 9.423 eV
**Relative energy (zero: lowest compared OMol25 entry of this formula, charge and spin)**: 12.3 kcal per mole
**HOMO energy**: -0.3350 hartree
**Largest force on an atom**: 1.89 eV Å⁻¹
**Structure (SMILES)**: CSS.O.O.O

---

# 14
This record from the Open Molecules 2025 dataset describes a 5-piece molecular cluster, CH10O5 overall. The level of theory is the ωB97M-V functional and the def2-TZVPD basis.

Geometry (Å):
C  -0.7799  2.9562  -2.0458
O  -0.6387  1.8225  -2.4125
H  -0.3635  3.8057  -2.6123
H  -1.3565  3.2250  -1.1505
O  -0.7267  -0.0371  -0.2323
H  -0.3034  0.1493  -1.0741
H  -1.6513  -0.2863  -0.2770
O  -2.0546  1.6407  2.7818
H  -1.1785  1.5724  2.3831
H  -2.2437  0.8042  3.2115
O  0.8644  0.7823  1.6502
H  0.4212  0.0182  1.2208
H  1.8014  0.5675  1.6392
O  2.7459  -5.3244  -0.8624
H  2.6349  -5.5215  -1.7983
H  2.8289  -6.1746  -0.4215

Atoms 1-6, force components in eV/Å:
-0.13 0.16 -0.14
0.14 0.00 -0.11
0.10 -0.02 -0.06
-0.03 -0.14 0.21
0.28 -0.42 0.93
-0.80 0.04 -0.30

Properties
**Frontier orbital gap**: 11.157 eV
**Relative energy (zero: lowest compared OMol25 entry of this formula, charge and spin)**: 16.8 kcal per mole
**HOMO energy**: -0.3848 hartree
**Largest force on an atom**: 1.06 eV Å⁻¹
**Structure (SMILES)**: C=O.O.O.O.O